# 1
C28H25AuN4O3 | ωB97M-V/def2-TZVPD

Cartesian coordinates (Å):
Au  0.493  -0.636  -0.546
O  1.958  -0.426  -1.927
O  1.902  -2.429  1.017
O  0.721  -3.486  -0.575
N  0.204  1.372  -1.267
N  -2.628  0.807  -1.293
N  1.339  1.811  -1.940
N  -0.812  -0.714  0.987
C  4.241  0.109  -3.345
C  -0.159  -1.301  3.287
C  -4.538  0.936  0.143
C  5.378  0.379  -4.091
C  3.587  2.420  -3.512
C  2.129  0.826  -2.248
C  -0.611  3.679  -1.364
C  4.724  2.686  -4.256
C  -2.042  1.739  -0.546
C  5.622  1.667  -4.546
C  3.342  1.129  -3.052
C  -3.909  1.892  0.924
C  1.073  1.167  3.555
C  -3.854  0.422  -0.948
C  -4.086  -2.147  1.933
C  0.473  -0.962  4.471
C  -0.202  -0.398  2.221
C  1.095  0.272  4.614
C  -2.641  2.315  0.569
C  2.373  -3.704  1.490
C  -2.284  -2.283  -0.155
C  -4.394  -2.922  0.823
C  -2.897  -1.441  2.006
C  0.423  0.839  2.374
C  -3.477  -2.982  -0.217
C  1.063  -2.487  -0.017
C  -0.726  2.222  -1.050
C  -1.969  -1.494  0.957
H  -4.785  -2.082  2.759
H  2.937  -4.210  0.710
H  -2.693  -0.825  2.871
H  -3.685  -3.586  -1.092
H  -5.530  0.578  0.377
H  6.510  1.877  -5.129
H  -5.322  -3.475  0.776
H  1.558  2.130  3.648
H  -4.305  -0.341  -1.570
H  -1.428  3.978  -2.022
H  1.595  0.530  5.538
H  6.075  -0.417  -4.318
H  2.879  3.203  -3.282
H  0.493  -1.675  5.286
H  4.039  -0.890  -2.985
H  3.006  -3.479  2.342
H  1.531  -4.326  1.788
H  -4.400  2.303  1.797
H  0.407  1.542  1.549
H  4.911  3.691  -4.612
H  -0.624  -2.272  3.178
H  -0.723  4.249  -0.438
H  -2.117  3.061  1.152
H  -1.586  -2.350  -0.979
H  0.345  3.909  -1.819

Atomic forces in eV per Å
0.00 -0.02 0.00
-0.02 0.02 0.04
-0.01 0.02 -0.02
0.02 0.01 -0.01
-0.07 0.02 0.03
0.01 0.00 -0.01
0.03 -0.02 -0.02
0.00 0.03 0.00
0.00 0.00 0.00
0.01 0.00 0.00
0.00 0.00 0.00
0.00 0.00 0.00
0.01 0.00 0.00
-0.02 -0.01 -0.01
0.02 0.01 0.02
0.00 0.00 0.00
0.00 0.03 0.07
0.00 0.00 0.00
0.00 0.00 0.00
0.00 0.00 0.00
0.00 0.00 0.01
0.00 -0.01 0.01
0.01 0.03 0.02
0.01 0.00 0.00
0.00 -0.03 0.03
0.00 0.00 0.00
0.01 -0.01 0.00
0.01 -0.02 0.01
0.03 0.03 0.01
0.01 -0.01 -0.03
-0.05 0.02 0.01
0.02 0.01 -0.02
-0.03 0.00 0.02
-0.02 -0.03 0.03
0.04 0.01 -0.07
0.06 -0.08 -0.09
0.00 0.00 0.00
0.00 0.00 0.00
-0.01 0.00 -0.01
0.00 0.00 0.00
0.00 0.00 0.00
0.00 0.00 0.00
0.00 0.00 0.00
0.00 0.00 0.00
0.00 0.00 0.00
0.00 -0.01 -0.01
0.00 0.00 0.00
0.00 0.00 0.00
0.00 0.00 0.00
0.00 0.00 0.00
0.00 0.00 0.00
0.00 0.00 0.00
0.00 0.01 0.00
0.00 0.00 0.00
-0.01 0.00 0.00
0.00 0.00 0.00
0.01 0.01 0.00
-0.02 0.00 -0.01
0.00 0.00 0.00
0.00 0.00 0.00
0.00 0.00 0.00

E_HOMO: -0.2666 Eh
Largest force on an atom: 0.1 eV/Å
Relative energy (zero: lowest compared OMol25 entry of this formula, charge and spin): 0.000 eV


# 2
C28H25BN7O8SZr | ωB97M-V/def2-TZVPD

Cartesian coordinates (Å):
Zr  -0.291  0.167  0.160
S  0.661  2.135  2.261
O  -0.741  1.781  1.925
O  -6.185  2.065  -3.849
O  2.878  -1.041  -0.669
O  -6.190  0.119  -4.772
O  1.152  1.795  3.547
O  -0.430  -0.958  2.135
O  3.451  -2.742  3.701
O  0.778  1.953  -1.112
N  1.398  1.455  0.970
N  -2.292  -1.089  -0.055
N  -0.201  -0.616  -1.845
N  -5.818  0.912  -3.939
N  1.125  -1.439  0.677
N  -2.143  1.492  -0.652
N  1.502  -1.916  2.948
C  -4.879  -0.899  -2.675
C  -0.109  -1.722  -2.213
C  -3.250  -3.265  -0.311
C  2.312  -4.511  0.749
C  1.136  6.152  1.822
C  -2.361  -2.366  0.288
C  -3.862  2.728  -2.458
C  -3.951  1.332  -2.264
C  4.757  -1.511  1.418
C  0.721  -1.464  1.956
C  3.396  -2.228  1.356
C  0.866  4.968  2.507
C  2.484  -1.513  0.366
C  3.589  -3.683  0.833
C  4.653  -0.074  1.915
C  -2.962  3.454  -1.719
C  -3.069  0.772  -1.329
C  2.841  -2.318  2.762
C  -4.846  0.424  -2.936
C  1.310  3.779  0.432
C  -4.033  -1.461  -1.673
C  0.969  3.803  1.781
C  -2.109  2.799  -0.830
C  1.470  6.143  0.471
C  -4.073  -2.819  -1.308
C  1.547  4.957  -0.251
C  1.229  2.376  -0.041
C  -3.134  -0.627  -1.009
B  -0.096  -3.229  -2.574
H  5.183  -1.538  0.415
H  2.547  -5.513  0.393
H  4.308  -4.157  1.503
H  0.980  -3.490  -3.034
H  -4.750  -3.491  -1.818
H  -1.676  -2.693  1.057
H  1.677  7.081  -0.026
H  1.087  7.095  2.349
H  -0.302  -3.771  -1.505
H  5.406  -2.094  2.070
H  1.160  -1.885  3.901
H  -1.012  -3.380  -3.344
H  -5.566  -1.531  -3.219
H  4.057  -3.603  -0.149
H  1.590  -4.085  0.051
H  -4.509  3.217  -3.168
H  1.808  4.954  -1.301
H  -1.377  3.353  -0.257
H  -3.250  -4.298  0.004
H  4.065  0.538  1.230
H  1.834  -4.623  1.726
H  5.642  0.374  1.997
H  0.598  4.965  3.554
H  4.194  -0.022  2.906
H  -2.893  4.526  -1.830

Atomic forces in eV per Å
-0.42 0.15 -0.06
0.04 0.18 0.07
-0.16 0.00 -0.02
-0.05 0.00 0.02
0.06 -0.03 0.01
-0.01 0.03 0.05
-0.01 -0.05 -0.04
-0.02 0.25 -0.15
0.06 0.12 -0.01
0.01 -0.09 0.05
0.04 0.06 0.21
0.23 -0.05 0.16
0.03 -0.03 0.19
0.05 -0.04 -0.11
-0.11 0.32 0.12
0.23 -0.18 -0.16
-0.26 0.16 0.19
-0.01 0.11 -0.04
-0.06 0.06 0.07
0.00 -0.01 0.03
0.02 -0.04 -0.01
0.00 -0.02 0.00
0.00 0.05 -0.06
0.06 -0.01 0.03
0.07 0.09 0.14
-0.05 0.01 -0.03
0.38 -0.12 -0.42
0.15 -0.05 -0.20
0.01 0.04 -0.02
0.16 -0.16 -0.09
0.01 0.09 0.06
0.04 0.00 0.01
0.01 -0.03 0.02
-0.16 -0.11 -0.01
-0.13 -0.35 -0.02
-0.07 -0.11 0.02
-0.07 0.08 -0.09
0.06 0.18 0.12
-0.02 -0.02 0.04
-0.05 0.05 -0.06
0.00 0.02 0.00
0.02 -0.04 0.00
0.01 -0.03 -0.01
0.06 -0.35 0.15
-0.08 -0.17 -0.13
0.00 0.16 -0.04
-0.01 0.02 0.00
0.00 0.00 0.01
-0.01 0.00 0.01
0.07 -0.08 -0.04
0.00 0.00 0.01
0.01 -0.01 0.01
0.00 0.00 0.00
-0.01 -0.01 0.02
-0.01 0.01 0.05
-0.02 -0.02 0.03
-0.02 0.00 0.00
-0.06 -0.07 -0.05
-0.02 0.00 -0.02
-0.02 0.02 0.00
0.00 0.01 -0.02
0.01 0.01 0.01
-0.01 -0.02 0.00
0.01 0.02 0.00
0.01 0.00 -0.01
-0.01 0.01 -0.01
0.01 0.02 0.00
0.00 0.00 -0.01
0.00 0.00 0.00
0.01 0.00 0.01
-0.01 0.00 -0.01

E_HOMO: -0.4612 Eh
Largest force on an atom: 0.6 eV/Å
Relative energy (zero: lowest compared OMol25 entry of this formula, charge and spin): 0.773 eV
Charge: +1


# 3
C28H25CdIN9O3S | ωB97M-V/def2-TZVPD

Cartesian coordinates (Å):
I  2.420  0.328  -3.234
Cd  0.709  -0.205  -0.105
S  -1.559  -1.659  0.006
O  2.563  0.212  0.939
O  0.557  2.114  -0.463
O  -4.503  3.291  -2.929
N  -1.781  0.344  1.897
N  0.988  -2.177  2.141
N  -3.695  -0.643  1.204
N  -0.404  0.414  1.815
N  -1.987  4.416  0.460
N  1.752  -2.440  -0.697
N  -0.509  0.371  -2.265
N  0.712  -4.360  2.274
N  2.317  -4.531  -0.299
C  0.796  -0.773  -3.919
C  1.736  -3.406  0.194
C  -1.709  2.180  -1.223
C  2.677  0.812  2.072
C  0.183  0.990  2.789
C  -0.596  2.635  -0.453
C  -2.316  -0.536  1.109
C  4.271  1.766  3.691
C  -0.440  -0.569  -3.296
C  -2.955  2.851  -1.082
C  -0.154  -2.456  -5.343
C  2.365  -2.965  -1.809
C  -4.196  2.430  -1.823
C  -1.535  1.143  -2.197
C  1.178  -3.310  1.536
C  -1.521  -1.357  -3.694
C  -1.378  -2.286  -4.712
C  -0.831  3.817  0.367
C  0.939  -1.700  -4.939
C  0.371  -2.471  3.324
C  0.172  -3.817  3.422
C  3.999  1.126  2.508
C  1.619  1.198  2.964
C  1.946  1.852  4.165
C  -3.039  3.924  -0.241
C  3.236  2.145  4.550
C  2.730  -4.254  -1.585
C  0.334  4.351  1.139
H  -0.295  -4.428  4.174
H  -3.988  4.433  -0.101
H  -2.227  -2.893  -5.002
H  -0.448  1.370  3.598
H  -0.041  -3.186  -6.134
H  1.903  -1.829  -5.412
H  0.075  -1.695  4.010
H  0.003  5.157  1.791
H  -4.133  -1.025  0.384
H  2.507  -2.378  -2.700
H  0.813  3.560  1.718
H  3.231  -4.982  -2.197
H  -3.663  3.615  -3.270
H  1.124  2.141  4.813
H  -2.314  1.038  -2.959
H  5.303  1.978  3.953
H  -2.456  -1.264  -3.157
H  3.436  2.655  5.484
H  4.797  0.835  1.835
H  -4.120  1.398  -2.176
H  -4.132  0.178  1.597
H  1.103  4.724  0.457
H  2.523  -5.363  0.224
H  -5.060  2.472  -1.157
H  0.601  -5.309  1.968

Atomic forces in eV per Å
0.17 0.26 -0.12
-0.35 -0.06 -0.01
-0.10 0.09 0.01
-0.10 0.10 0.06
0.02 0.03 -0.01
0.05 -0.08 -0.04
0.07 -0.03 0.05
0.24 0.15 0.27
0.00 0.06 0.06
0.09 0.09 0.03
0.02 -0.01 0.02
-0.02 -0.16 -0.05
0.13 -0.13 -0.19
-0.05 0.04 0.04
-0.01 0.05 -0.03
-0.17 -0.07 -0.06
0.03 -0.03 0.09
0.02 0.05 -0.05
0.10 -0.05 -0.07
0.03 0.02 -0.06
-0.01 0.03 0.04
-0.01 -0.22 0.01
0.07 -0.02 -0.04
0.07 0.10 0.07
-0.02 -0.02 0.03
0.04 -0.02 -0.02
0.06 0.00 -0.03
-0.03 -0.04 -0.04
0.03 -0.01 0.09
-0.08 0.11 -0.19
0.01 -0.04 -0.01
-0.03 -0.01 0.03
0.00 -0.03 -0.05
0.01 0.05 0.01
-0.12 -0.11 -0.13
0.06 -0.08 0.00
-0.02 0.02 0.02
-0.06 0.02 0.05
0.04 0.01 0.01
-0.05 -0.04 0.03
-0.06 0.00 0.01
-0.02 -0.03 0.05
0.04 0.00 -0.01
0.02 0.00 0.00
0.01 0.00 0.01
0.01 0.00 0.00
-0.02 -0.02 0.00
0.00 0.01 0.00
0.00 -0.01 -0.01
0.03 -0.01 0.01
-0.01 0.00 0.00
-0.02 0.02 -0.03
0.02 -0.13 0.10
-0.02 0.01 0.01
-0.01 0.01 -0.01
-0.01 0.04 0.02
0.00 0.00 0.00
0.02 0.01 -0.01
-0.01 0.01 0.02
0.00 0.02 0.01
0.00 0.00 0.00
0.00 0.00 0.00
-0.02 0.01 0.05
-0.02 0.00 -0.02
-0.01 -0.01 -0.01
0.00 0.00 0.00
0.01 0.07 -0.01
-0.04 0.00 -0.01

E_HOMO: -0.1449 Eh
Largest force on an atom: 0.4 eV/Å
Relative energy (zero: lowest compared OMol25 entry of this formula, charge and spin): 0.241 eV
Charge: -1